Formula: C3H7N3OS
Source: the OMol25 dataset
Level of theory: ωB97M-V/def2-TZVPD

```
15
Properties=species:S:1:pos:R:3:forces:R:3
C -2.277859 -1.637373 -0.632338 -1.332 0.733 0.601
C 0.355360 0.959429 -0.896184 3.657 2.202 -2.375
C 1.453163 1.219999 0.133654 -2.097 0.189 0.770
H -3.468647 -1.077064 -0.177347 3.320 -1.872 -2.413
H -2.474130 -2.929807 -0.122028 1.584 4.278 -1.475
H -1.708514 -1.689386 -2.099659 -2.360 0.278 4.498
H -1.388313 0.011948 0.805615 -0.368 -1.430 -1.271
H 0.813591 1.580086 -1.853300 -1.843 -1.844 1.914
H 1.166354 -0.504637 1.038248 -1.188 -3.452 -0.620
H 3.051008 1.156939 1.568843 -1.363 -1.310 1.370
N -1.255379 -0.591275 -0.050145 1.044 -0.519 -0.875
N -0.591220 0.144484 -1.070101 -1.733 -1.148 0.751
N 1.339604 0.409380 1.226179 1.950 3.845 -0.084
O 2.401834 0.493417 2.099390 1.556 1.199 -0.683
S 2.583147 2.453861 0.029174 -0.827 -1.147 -0.108
```
Forces are in eV/Å.

Properties
* energy above the lowest of the compared OMol25 structures with the same formula, charge and spin: 9.3757 eV
* calculated total energy: -20568.808 eV
* largest force on an atom: 0.09892 Eh/bohr
* E_HOMO: -8.86 eV
* LUMO level: -0.02165 Ha
* total charge: 0
* gap between HOMO and LUMO: 8.3 eV